Density functional theory data (wB97M-V/def2-TZVPD) for a structure of composition C40H89AsF6N3O24Zn.

The geometry in XYZ format:
```
164
Properties=species:S:1:pos:R:3:forces:R:3:mulliken_charge:R:1
H 4.454 7.190 -1.630 0.546 0.462 -0.097 0.397
H 1.134 -3.478 -1.611 -0.275 0.092 0.038 0.331
O -4.378 0.782 4.750 3.125 -0.706 -0.869 -0.398
O -2.408 0.115 5.128 -0.798 0.187 -0.894 -0.375
C 1.764 3.520 -0.122 0.412 -0.274 0.578 -0.580
H 1.704 7.153 -6.749 0.195 0.402 0.327 0.296
C -0.253 -1.238 -3.788 -0.427 -0.937 0.429 2.550
As 0.490 -0.104 0.675 0.141 0.937 0.789 1.714
F 0.299 -1.545 -0.381 -0.042 1.438 0.540 -0.351
H -3.222 -0.483 -1.963 0.723 -0.796 0.090 -0.409
H -1.408 -3.552 -1.640 -0.650 0.297 0.558 -1.322
H 7.035 -7.636 -2.749 -0.443 -0.018 0.156 0.344
C 0.475 -4.303 -1.880 -0.194 -1.053 0.077 -2.065
C 1.254 8.960 0.911 0.463 -0.802 0.242 -0.922
H 4.260 -2.444 1.066 0.409 0.226 -0.026 0.373
C 1.004 -0.879 -4.560 -1.277 0.473 0.313 -1.575
O -2.956 -1.818 -3.019 0.680 -0.189 -1.113 -0.557
O 0.828 6.788 1.978 -0.063 0.232 -0.181 -0.237
H -3.568 -6.994 -2.194 -0.226 -0.400 0.266 0.320
H 2.733 8.983 -1.944 -0.227 -0.006 -0.335 0.170
C -1.696 -5.639 -1.169 0.418 1.459 -1.180 -0.858
H -5.635 1.361 3.290 -0.597 0.230 0.067 0.169
O -1.374 -1.489 -4.690 -2.048 -0.336 0.350 -0.387
H 0.843 0.066 -5.079 0.271 0.048 0.021 0.332
H -2.612 2.828 2.653 -0.086 -0.298 -0.207 0.108
O -1.869 -5.967 -2.520 1.232 0.954 -0.024 -0.317
H -5.255 -2.803 -5.866 0.271 0.579 -0.275 0.313
H 1.021 -5.242 -1.790 0.114 -0.133 0.395 0.536
H -5.526 -1.724 -0.465 0.388 0.228 -0.026 0.138
H 1.287 -1.626 -5.301 0.122 -0.100 0.360 0.401
C 0.361 3.793 3.696 -1.409 -0.095 -0.464 -0.342
H -1.777 1.334 -1.640 0.078 0.330 0.488 -1.188
N -0.767 -4.026 0.353 0.527 -0.179 -0.839 0.108
O 6.697 -4.740 -1.141 -2.751 2.335 0.965 -0.237
O 1.029 5.505 -4.632 -0.142 0.425 -0.009 -0.513
H -4.207 -2.849 -1.024 -0.076 0.304 -0.137 0.331
C 3.249 8.537 -2.794 0.610 -0.425 -0.468 -0.975
H 3.220 -2.971 -0.165 0.264 -0.199 -0.786 -0.020
H -1.216 -6.457 -0.633 -0.084 -0.080 0.384 0.515
O -3.019 2.132 0.733 -0.170 0.516 -0.580 0.452
C -2.937 3.204 1.683 0.341 0.295 0.494 -0.693
H -3.087 2.754 -3.476 0.042 0.447 0.624 0.350
H 7.376 -6.160 -3.558 0.550 0.478 0.536 0.324
H 0.030 8.616 2.591 -0.122 -0.355 0.224 0.329
Zn -3.333 0.081 0.875 0.875 -0.770 -0.269 0.072
O 4.064 5.118 -0.427 -1.650 0.359 -1.399 -0.611
H 6.868 -6.677 -0.462 -0.411 -0.010 -0.193 0.338
H 0.217 -4.269 -2.938 -0.003 0.237 -0.043 0.479
H -0.665 2.130 -5.353 0.648 -0.198 -0.136 0.266
H -4.254 2.956 -0.710 -0.262 -0.182 -0.057 0.357
F -1.332 0.130 0.651 2.042 -0.156 -0.245 0.730
O 0.629 3.649 -5.825 0.554 -0.761 -1.834 -0.380
H 2.121 9.106 1.554 0.124 0.091 -0.107 0.314
C 4.289 -3.266 5.663 -1.550 -0.586 -4.136 0.684
H -4.429 0.369 -1.525 -0.739 -0.218 0.220 0.402
H 1.697 -0.747 -3.729 0.637 0.025 -0.483 0.369
H 1.842 -1.474 4.404 0.143 0.130 0.353 0.062
H 2.050 3.802 0.891 -0.127 -0.179 -0.042 0.604
C -3.233 0.333 4.116 -1.723 -0.453 1.345 0.341
C 0.264 8.082 1.670 -0.472 0.915 -0.114 -0.288
N -3.471 0.192 -1.256 -0.874 1.893 1.311 0.706
H -5.070 -4.495 2.102 -0.271 -0.412 -0.573 0.634
H 2.316 2.636 -0.441 0.436 0.294 -0.131 0.459
H -6.484 2.059 5.799 0.143 -0.164 -0.109 0.356
H 4.357 6.747 -3.276 -0.673 -0.839 -0.341 0.349
H 3.195 6.696 -7.500 -0.038 -0.883 -0.072 0.290
O 2.738 6.364 -1.913 -1.526 -2.674 0.433 -0.214
F 0.227 -1.187 2.067 0.291 0.807 -1.113 -0.562
H -0.496 -0.357 5.757 -0.684 -0.392 0.245 0.408
H -5.037 -2.605 -4.146 -0.312 -0.130 0.096 0.204
C -2.984 -5.090 3.525 -1.008 -0.891 0.360 -0.835
C 0.608 2.721 -3.573 -1.199 -0.162 0.051 0.498
C -0.209 3.000 -4.880 0.724 1.252 1.496 -0.470
H -0.044 2.357 -2.778 -0.415 -0.420 -0.129 -0.764
H -0.244 -4.761 0.807 -0.179 -0.515 0.282 0.326
O 3.356 -2.264 5.493 1.179 -0.679 2.789 -0.338
O -3.042 0.072 2.907 -0.583 0.816 2.317 -0.429
H -0.344 3.182 3.132 0.010 -0.173 0.040 -0.272
O 4.683 -5.289 -0.177 0.183 0.708 -0.805 -0.236
C 5.472 -4.457 -0.668 2.596 2.335 0.756 0.765
H 4.129 -1.433 -0.402 0.239 -0.369 -0.126 0.300
C 6.849 -6.563 -2.693 0.142 0.059 0.559 -0.933
O -3.515 -1.847 -5.228 2.214 0.360 -0.334 -0.406
H 5.817 -6.281 -2.903 -0.290 -0.580 0.174 0.260
H -0.673 7.965 1.124 0.050 -0.244 -0.032 0.320
C -2.635 -1.746 -4.205 -0.080 0.388 -0.518 0.629
H -0.524 -0.520 -3.014 -0.109 0.554 -0.338 -0.641
H -2.671 -5.328 -0.794 -0.214 -0.587 0.640 0.107
H 7.814 -4.399 7.685 -0.131 -0.833 -0.471 0.355
C 3.026 5.311 -1.052 2.628 1.854 0.370 0.689
C -4.381 -2.709 1.129 0.259 -0.284 -0.982 0.952
H -2.503 -2.598 1.531 1.152 0.875 1.031 0.095
H -7.704 1.114 4.923 0.060 0.486 -0.526 0.411
H -1.140 -1.402 4.376 -0.501 -0.356 0.683 0.303
H -6.878 0.330 6.097 1.063 -0.178 0.052 0.350
O 4.521 -4.072 4.759 -0.018 0.950 1.456 -0.609
C -3.225 2.612 -0.609 0.069 -0.652 -0.915 -1.744
H 3.471 -1.355 3.730 -0.170 -0.140 -0.570 0.312
H -0.234 -3.191 0.547 -0.133 0.503 -0.133 -0.133
C -2.620 -7.110 -2.719 -0.950 -0.210 -0.549 -0.822
H 2.724 8.587 -3.748 -0.836 -0.302 0.367 0.219
C 2.547 6.468 -6.653 -0.783 0.907 0.208 -0.426
H -0.623 0.161 4.131 -0.013 0.409 -0.099 0.028
H 5.482 -4.033 8.408 0.325 -0.422 0.083 0.254
H 0.847 9.944 0.677 -0.264 -0.157 0.131 0.442
C 1.170 4.846 -5.620 0.919 0.212 -0.468 0.727
F 2.221 -0.388 0.679 -1.249 0.398 0.061 -0.505
H -5.123 -2.323 1.828 0.624 1.185 0.223 0.055
F 0.608 1.321 1.823 -0.171 -2.108 -1.798 -0.406
H -2.746 -2.365 0.035 0.101 0.370 -0.517 -0.953
O -3.345 -3.894 2.906 0.494 1.162 -0.856 -0.273
H 8.287 -5.981 -1.112 -0.031 0.503 -0.203 0.284
C -4.919 -2.099 -5.105 0.328 -0.518 2.118 -0.612
C -4.960 -2.634 -0.265 -1.436 -1.649 -0.103 -1.427
H 2.522 -2.923 3.743 0.361 -0.030 -0.268 0.350
C -5.641 0.708 4.163 -2.192 0.238 1.273 0.088
H -2.102 -8.023 -2.426 -0.004 -0.095 0.099 0.311
O 1.939 4.631 -0.981 -2.192 -0.917 -0.636 -0.290
C 7.123 -3.991 6.947 -0.856 0.354 -0.306 -1.138
C 7.210 -6.030 -1.269 0.627 -2.447 -1.437 -0.259
O 1.963 5.167 -6.702 -0.606 -1.106 0.882 -0.360
C 2.784 -2.006 4.270 -0.271 -0.045 -1.213 -0.453
O -1.111 6.069 2.981 2.691 -0.665 -0.811 -0.630
H 4.095 9.173 -3.056 0.422 -0.067 0.519 0.414
H -2.792 1.155 -3.767 0.189 -0.553 0.334 0.313
O 4.787 -3.207 6.832 -0.490 1.267 0.833 -0.365
H -5.872 -0.312 3.855 0.145 -0.118 -0.134 0.182
H -3.894 3.710 1.817 -0.062 -0.007 -0.223 0.327
O 0.830 4.812 2.780 0.059 -0.299 1.036 -0.270
H -3.620 -4.751 1.028 0.017 -0.275 0.002 0.100
H -2.525 -4.887 4.492 0.324 0.047 -0.358 0.251
C 3.745 7.119 -2.455 2.242 2.430 1.101 -0.411
H 0.722 3.209 -0.190 0.030 0.557 0.125 -0.301
H 1.380 1.961 -3.689 0.062 0.187 -0.282 0.241
H -5.468 -1.162 -5.013 0.035 -0.054 -0.599 0.276
C 0.068 5.910 2.617 -1.788 0.427 0.621 0.793
H -2.870 -7.132 -3.780 0.172 -0.262 0.006 0.267
O 5.356 -3.098 -0.575 -0.646 -2.954 -0.590 -0.227
N -3.056 -2.007 0.927 -1.332 -0.667 1.292 1.398
H -1.049 3.680 -4.738 -0.066 0.097 0.650 0.373
H -2.172 3.907 1.353 -0.120 0.092 -0.033 0.220
H -0.205 4.188 4.539 0.238 0.450 -0.077 0.416
C -4.125 -4.093 1.735 -0.168 0.337 0.373 -0.996
H -2.606 3.444 -0.944 0.329 0.289 0.894 0.501
H -2.433 -5.762 2.868 0.609 0.198 0.027 0.282
F 0.554 0.984 -0.748 -0.143 -1.571 1.493 -0.246
C -2.851 1.517 -1.607 -0.121 -1.034 -0.715 2.042
C -1.141 -0.436 4.882 2.043 0.442 -1.613 -0.482
H 1.599 8.501 -0.016 -0.102 -0.074 0.001 -0.053
H -4.359 1.609 -3.201 -0.206 0.063 0.294 0.415
H 3.092 6.652 -5.727 -0.137 -0.131 0.022 0.050
H -0.050 -2.129 -3.193 -0.247 -0.278 -0.249 -1.164
H 7.481 -2.962 6.912 -0.947 0.595 0.562 0.354
C 5.620 -4.225 7.344 1.729 0.497 0.850 -0.166
C 4.168 -2.453 -0.020 -0.463 -0.040 1.067 -0.338
C -6.697 1.093 5.340 0.261 -0.280 -1.786 -1.372
H 5.197 -5.203 7.115 0.377 0.016 -0.306 0.344
C -3.296 1.781 -3.031 0.005 0.739 -1.255 -1.304
H 1.121 3.113 4.081 0.563 0.649 -0.486 0.339
C -0.874 -4.323 -1.084 0.531 -0.389 0.069 2.328
H -5.703 -3.422 -0.387 -0.241 -0.116 -0.055 0.572
H 7.268 -4.219 5.891 0.284 -1.035 0.235 0.308
H 0.999 3.612 -3.081 0.260 0.204 -0.718 0.217
H -3.906 -5.634 3.729 -0.200 -0.264 0.307 0.354
```
Positions in Å, forces in eV/Å.

Values from the calculation:
spin multiplicity = 2
net charge = +2
gap between HOMO and LUMO (alpha / beta) = 0.310 / 0.073 Ha

---

Density functional theory data (wB97M-V/def2-TZVPD) for an isolated molecule of H2NO2P.

The geometry in XYZ format:
```
6
Properties=species:S:1:pos:R:3:forces:R:3:mulliken_charge:R:1
N 1.700 0.121 -0.173 -3.045 1.175 0.504 -0.487
O -0.253 -1.672 0.082 0.147 -0.338 -0.042 -0.450
O -1.499 0.586 -0.081 5.100 0.806 -0.826 -0.535
H 2.196 1.064 -0.059 -1.705 -1.557 -0.320 0.267
P 0.127 -0.274 -0.050 -0.361 1.246 0.148 0.858
H -2.272 0.174 0.281 -0.135 -1.331 0.535 0.347
```
Positions in Å, forces in eV/Å.

Values from the calculation:
ΔE to the lowest compared entry with this formula, charge and spin = 1.544 eV
net charge = 0
gap between HOMO and LUMO = 0.365 Ha

---

no.,strongest force on any atom (eV Å⁻¹)
1,4.5
2,5.2